{"formula": "C30H29Cl2N4OW", "method": "ωB97M-V/def2-TZVPD", "charge": 1, "orbital_gap_ev": [6.10, 6.02], "s_squared": 2.0416, "lumo_energy_ev": [-3.8, -4.3], "e_tot_ha": -2441.5354, "homo_ev": [-9.914, -10.291], "spin_multiplicity": 3, "species": ["W", "C", "C", "N", "N", "C", "O", "C", "C", "C", "C", "C", "C", "C", "C", "C", "C", "C", "N", "H", "H", "H", "H", "H", "H", "H", "H", "H", "H", "H", "H", "C", "C", "C", "C", "C", "C", "C", "C", "C", "C", "H", "H", "H", "H", "H", "H", "H", "H", "H", "H", "H", "H", "H", "H", "Cl", "C", "C", "C", "C", "C", "Cl", "C", "N", "H", "H", "H"], "positions_angstrom": [[-0.409, -0.578, -0.623], [-1.116, -1.824, 3.453], [-1.117, -1.767, 1.969], [-1.105, -0.512, 1.338], [0.045, 0.243, 1.704], [1.814, 0.336, 0.004], [1.485, -0.250, -1.190], [2.622, 1.371, 0.252], [3.581, 1.413, 2.617], [4.993, 1.315, 2.124], [5.523, 1.529, 0.913], [4.930, 1.855, -0.388], [3.639, 1.767, -0.724], [-1.109, -2.874, 1.103], [-1.255, -4.221, 1.508], [-1.144, -5.227, 0.588], [-0.904, -4.911, -0.758], [-0.816, -3.591, -1.119], [-0.923, -2.585, -0.232], [-0.425, -1.081, 3.858], [-0.818, -2.800, 3.825], [-2.109, -1.585, 3.845], [3.567, 2.001, 3.536], [5.685, 1.043, 2.913], [6.602, 1.428, 0.874], [5.638, 2.128, -1.160], [3.346, 1.933, -1.755], [-1.450, -4.440, 2.547], [-1.243, -6.259, 0.896], [-0.800, -5.679, -1.510], [-0.647, -3.304, -2.146], [-4.510, -1.502, -3.153], [-3.750, -1.540, -1.833], [-4.686, -1.486, -0.631], [-2.664, -0.429, -1.851], [-2.851, 0.592, -1.041], [-1.411, 2.733, -2.564], [-0.660, 1.733, -2.897], [0.422, 2.515, -3.685], [-0.531, 0.280, -2.776], [-1.508, -0.703, -2.631], [-5.195, -2.350, -3.204], [-3.843, -1.548, -4.014], [-5.099, -0.586, -3.226], [-3.164, -2.462, -1.769], [-5.322, -0.600, -0.660], [-4.136, -1.483, 0.312], [-5.334, -2.362, -0.647], [-1.032, 1.856, 1.857], [-0.932, 3.782, 1.165], [1.387, 2.316, -3.218], [0.254, 3.595, -3.674], [0.409, 2.182, -4.721], [0.370, -0.094, -3.256], [-1.464, -1.631, -3.190], [3.050, -0.231, 3.153], [2.592, 2.048, 1.624], [3.051, 3.498, 1.537], [2.161, 4.333, 2.080], [1.002, 3.564, 2.493], [-0.006, 1.396, 2.264], [-1.242, 2.703, 0.514], [1.169, 2.254, 2.211], [0.989, -0.387, 0.876], [4.025, 3.765, 1.160], [2.277, 5.400, 2.195], [0.100, 3.973, 2.936]], "mulliken_charge": [0.9545, -1.5168, 0.5858, -0.3081, 1.0887, -0.1760, -0.8135, 1.0725, 0.5198, -0.7956, -0.3711, -0.6138, -1.2452, 0.8917, -1.2209, -0.3735, -1.0942, 0.0119, 0.3722, 0.2581, 0.5065, 0.2650, 0.6091, 0.3876, 0.3803, 0.4647, 0.0981, 0.4261, 0.4594, 0.4671, 0.4129, -1.5480, 0.7481, -1.5680, 1.0958, -1.0034, -0.3527, 1.2404, -1.5488, -0.6665, -0.8537, 0.4341, 0.3624, 0.3746, 0.0824, 0.4105, 0.2968, 0.4243, 0.4946, 0.3573, 0.1482, 0.4137, 0.3723, 0.4163, 0.8174, -0.1878, 1.8747, -0.8791, -1.1716, -0.5598, -1.1816, -0.1820, -0.7644, -0.5899, 0.4383, 0.5303, 1.0217]}



{"formula": "C30H29ClIrNO2S2", "method": "ωB97M-V/def2-TZVPD", "charge": 2, "orbital_gap_ev": 7.12, "lumo_energy_ev": -7.1, "e_tot_ha": -2726.1370, "homo_ev": -14.264, "species": ["Ir", "O", "S", "C", "C", "C", "C", "S", "O", "C", "C", "C", "C", "C", "C", "C", "C", "C", "C", "C", "C", "H", "H", "H", "H", "H", "H", "H", "H", "H", "H", "H", "H", "H", "H", "H", "H", "H", "H", "Cl", "C", "C", "C", "C", "C", "C", "C", "H", "H", "H", "H", "H", "H", "N", "C", "C", "C", "C", "C", "C", "C", "H", "H", "H", "H", "H"], "positions_angstrom": [[-0.549, 0.084, 0.110], [1.496, 0.396, 0.266], [2.845, -0.102, -0.259], [3.653, -0.886, 1.164], [2.708, -1.646, 2.088], [2.071, -0.737, 3.140], [0.982, -1.452, 3.934], [-0.665, -1.413, 3.150], [-0.421, -1.321, 1.639], [-1.288, 0.149, 3.712], [-2.281, 0.077, 4.681], [-2.800, 1.254, 5.204], [-2.341, 2.477, 4.741], [-1.361, 2.537, 3.754], [-0.824, 1.372, 3.235], [2.552, -1.508, -1.302], [3.480, -1.682, -2.322], [3.363, -2.780, -3.161], [2.315, -3.673, -2.989], [1.379, -3.474, -1.980], [1.491, -2.389, -1.125], [4.170, -0.078, 1.684], [4.408, -1.526, 0.704], [3.272, -2.436, 2.589], [1.939, -2.145, 1.503], [1.666, 0.155, 2.668], [2.838, -0.394, 3.837], [0.809, -1.010, 4.915], [1.211, -2.509, 4.074], [-2.645, -0.884, 5.025], [-3.567, 1.211, 5.965], [-2.752, 3.392, 5.145], [-1.014, 3.496, 3.394], [-0.067, 1.422, 2.462], [4.283, -0.969, -2.462], [4.083, -2.930, -3.953], [2.222, -4.526, -3.648], [0.564, -4.176, -1.855], [0.757, -2.236, -0.344], [-2.308, -4.693, -2.398], [-2.389, -3.187, -1.607], [-2.727, -3.169, -0.230], [-2.779, -1.986, 0.429], [-2.522, -0.744, -0.256], [-2.562, 0.530, 0.415], [-2.246, -0.814, -1.653], [-2.149, -2.028, -2.317], [-2.945, -4.103, 0.270], [-3.064, -1.959, 1.473], [-2.904, 0.565, 1.443], [-2.847, 1.397, -0.171], [-2.172, 0.106, -2.212], [-1.930, -2.071, -3.374], [-0.448, 1.421, -1.342], [-0.359, 2.267, -2.111], [-0.260, 3.312, -3.078], [0.998, 3.825, -3.402], [1.085, 4.838, -4.338], [-0.067, 5.329, -4.940], [-1.316, 4.815, -4.613], [-1.423, 3.802, -3.679], [1.885, 3.434, -2.923], [2.051, 5.248, -4.599], [0.008, 6.123, -5.671], [-2.206, 5.205, -5.086], [-2.389, 3.395, -3.413]], "mulliken_charge": [1.1780, -0.4543, 0.0461, -0.9607, -0.3948, -0.4058, -0.9974, 0.2650, -0.5554, 0.7821, -0.4417, -0.6890, -0.5654, -1.0223, 0.0435, 0.8373, -0.5625, -0.6236, -0.6248, -1.3108, -0.0328, 0.4747, 0.5342, 0.5432, 0.0030, 0.0437, 0.5688, 0.5474, 0.5237, 0.4576, 0.4420, 0.4312, 0.4653, 0.2510, 0.4887, 0.4263, 0.4370, 0.4782, 0.6333, -0.0963, 0.4055, -1.0600, 0.0122, 0.4526, -1.1012, 0.0424, -1.1439, 0.5080, 0.6265, 0.4042, 0.4208, 0.5609, 0.5192, -0.7615, 1.0368, 0.3079, -0.4248, -0.6539, -0.3896, -0.6756, -0.3947, 0.4718, 0.4123, 0.4155, 0.4109, 0.4339]}



{"formula": "C30H29F6MoN5OSSb", "method": "ωB97M-V/def2-TZVPD", "charge": 4, "orbital_gap_ev": [5.72, 4.15], "s_squared": 3.7805, "lumo_energy_ev": [-13.1, -14.7], "e_tot_ha": -2814.1113, "homo_ev": [-18.866, -18.856], "spin_multiplicity": 4, "species": ["Mo", "C", "N", "C", "C", "N", "C", "C", "C", "C", "C", "C", "N", "C", "N", "C", "C", "C", "C", "C", "C", "N", "H", "H", "H", "H", "H", "H", "H", "H", "H", "H", "H", "H", "H", "H", "H", "O", "S", "C", "C", "C", "C", "C", "C", "C", "C", "C", "C", "C", "C", "C", "C", "H", "H", "H", "H", "H", "H", "H", "H", "H", "H", "H", "H", "H", "H", "F", "Sb", "F", "F", "F", "F", "F"], "positions_angstrom": [[0.026, 0.069, 0.105], [1.270, -1.934, -2.022], [1.578, -1.483, -0.626], [2.970, -0.965, -0.455], [2.916, 0.515, -0.371], [1.758, 1.166, -0.180], [2.104, 2.550, -0.048], [1.356, 3.712, 0.127], [2.055, 4.904, 0.200], [3.452, 4.966, 0.093], [4.202, 3.825, -0.108], [3.491, 2.636, -0.176], [3.950, 1.332, -0.379], [0.168, -1.107, -2.582], [-0.444, -0.158, -1.857], [-1.485, 0.372, -2.683], [-2.431, 1.377, -2.494], [-3.287, 1.630, -3.552], [-3.217, 0.925, -4.762], [-2.274, -0.064, -4.962], [-1.420, -0.310, -3.897], [-0.372, -1.230, -3.778], [0.968, -2.985, -2.009], [2.165, -1.871, -2.645], [1.535, -2.314, -0.043], [3.619, -1.305, -1.263], [3.384, -1.365, 0.475], [0.282, 3.721, 0.186], [1.501, 5.822, 0.338], [3.948, 5.924, 0.157], [5.278, 3.858, -0.213], [4.918, 1.066, -0.514], [-2.499, 1.963, -1.594], [-4.030, 2.408, -3.443], [-3.908, 1.167, -5.557], [-2.202, -0.606, -5.895], [-0.062, -1.861, -4.508], [-0.561, -1.401, 1.240], [-0.890, -2.885, 1.635], [-2.069, -2.900, 3.051], [-2.873, -1.706, 3.469], [-2.551, -1.097, 4.711], [-3.419, -0.201, 5.266], [-4.621, 0.135, 4.570], [-4.926, -0.446, 3.307], [-4.055, -1.337, 2.757], [0.590, -3.455, 2.543], [0.823, -2.831, 3.881], [1.122, -1.475, 4.024], [1.344, -0.946, 5.285], [1.279, -1.767, 6.409], [0.995, -3.119, 6.270], [0.763, -3.652, 5.009], [-1.452, -3.237, 3.886], [-2.755, -3.697, 2.743], [-1.644, -1.390, 5.227], [-3.228, 0.242, 6.235], [-5.307, 0.850, 5.008], [-5.858, -0.193, 2.819], [-4.286, -1.819, 1.815], [1.408, -3.328, 1.825], [0.400, -4.532, 2.620], [1.206, -0.827, 3.157], [1.593, 0.100, 5.396], [1.470, -1.355, 7.390], [0.970, -3.764, 7.138], [0.559, -4.712, 4.906], [-0.844, 1.785, -0.058], [-2.197, 2.140, 1.710], [-3.099, 3.166, 0.481], [-1.025, 3.465, 2.217], [-3.333, 2.118, 3.157], [-0.762, 0.935, 2.211], [-2.855, 0.529, 0.955]], "mulliken_charge": [0.9773, -1.0347, 0.4997, -1.2079, 0.3957, 0.6869, 0.5287, -0.3994, -1.0055, -0.5962, -1.1023, 0.5965, -0.0249, 0.1086, 0.5626, 0.4009, -0.4482, -0.9283, -0.5609, -1.1319, 0.6335, -0.0126, 0.4907, 0.4370, 0.0823, 0.4439, 0.4728, 0.4317, 0.4711, 0.4475, 0.4666, 0.2845, 0.4686, 0.4816, 0.4464, 0.4648, 0.2868, -0.6420, 0.3322, -0.8502, 0.6525, -0.0440, -0.6576, -0.4493, -0.6537, -0.2581, -0.9584, 0.0370, 0.2444, -0.9191, -0.5383, -0.7800, -0.0021, 0.3566, 0.7291, 0.2221, 0.5116, 0.5339, 0.5052, 0.5595, 0.3869, 0.5610, 0.2827, 0.4706, 0.4678, 0.4559, 0.4932, -0.0234, 2.5038, -0.4875, -0.4790, -0.4354, -0.6803, -0.5614]}